{
  "formula": "C75H189N11O25",
  "method": "ωB97M-V with the def2-TZVPD basis set",
  "e_homo_ev": -8.41,
  "e_above_lowest_ev": 3.177,
  "homo_lumo_gap_ev": 8.9,
  "species": ["C", "O", "C", "C", "N", "C", "C", "O", "C", "H", "H", "H", "H", "H", "H", "H", "H", "H", "H", "H", "H", "H", "H", "H", "C", "O", "C", "C", "N", "C", "C", "O", "C", "H", "H", "H", "H", "H", "H", "H", "H", "H", "H", "H", "H", "H", "H", "H", "C", "O", "C", "C", "N", "C", "C", "O", "C", "H", "H", "H", "H", "H", "H", "H", "H", "H", "H", "H", "H", "H", "H", "H", "C", "O", "C", "C", "N", "C", "C", "O", "C", "H", "H", "H", "H", "H", "H", "H", "H", "H", "H", "H", "H", "H", "H", "H", "C", "O", "C", "C", "N", "C", "C", "O", "C", "H", "H", "H", "H", "H", "H", "H", "H", "H", "H", "H", "H", "H", "H", "H", "C", "O", "C", "C", "N", "C", "C", "O", "C", "H", "H", "H", "H", "H", "H", "H", "H", "H", "H", "H", "H", "H", "H", "H", "C", "O", "C", "C", "N", "C", "C", "O", "C", "H", "H", "H", "H", "H", "H", "H", "H", "H", "H", "H", "H", "H", "H", "H", "C", "O", "C", "C", "N", "C", "C", "O", "C", "H", "H", "H", "H", "H", "H", "H", "H", "H", "H", "H", "H", "H", "H", "H", "C", "O", "C", "C", "N", "C", "C", "O", "C", "H", "H", "H", "H", "H", "H", "H", "H", "H", "H", "H", "H", "H", "H", "H", "C", "O", "C", "C", "N", "C", "C", "O", "C", "H", "H", "H", "H", "H", "H", "H", "H", "H", "H", "H", "H", "H", "H", "H", "C", "O", "C", "C", "N", "C", "C", "O", "C", "H", "H", "H", "H", "H", "H", "H", "H", "H", "H", "H", "H", "H", "H", "H", "C", "C", "C", "O", "H", "H", "H", "H", "H", "H", "H", "H", "C", "C", "C", "O", "H", "H", "H", "H", "H", "H", "H", "H", "C", "C", "C", "O", "H", "H", "H", "H", "H", "H", "H", "H"],
  "positions_angstrom": [[-9.31053, 2.44450, 5.43257], [-8.47922, 2.26462, 4.27381], [-7.50817, 1.13399, 4.49675], [-6.71338, 0.86536, 3.25872], [-6.25276, 2.20643, 2.87230], [-5.41141, 2.13702, 1.68408], [-5.10291, 3.56633, 1.19136], [-6.21568, 4.08851, 0.55984], [-5.99622, 5.49274, 0.29314], [-8.66609, 2.34575, 6.33142], [-10.09459, 1.64933, 5.49745], [-9.83009, 3.39755, 5.53420], [-8.10815, 0.34458, 4.94922], [-6.87637, 1.42154, 5.36296], [-7.29836, 0.45026, 2.44219], [-5.81960, 0.33459, 3.53145], [-6.99965, 2.81636, 2.68097], [-5.99986, 1.51822, 0.92548], [-4.42995, 1.73320, 1.95529], [-4.23568, 3.61334, 0.58003], [-4.89325, 4.16471, 2.07860], [-5.03359, 5.54652, -0.27774], [-5.79155, 6.03073, 1.22381], [-6.80790, 5.89734, -0.26639], [-6.74793, -5.67848, -3.09988], [-5.77707, -4.90521, -2.35478], [-4.52322, -4.70352, -2.89026], [-3.43487, -5.44783, -1.94267], [-3.53545, -6.92319, -2.02029], [-2.46275, -7.64450, -1.28281], [-2.51494, -9.09070, -1.67338], [-3.83360, -9.62038, -1.55557], [-4.09988, -10.07293, -0.26248], [-7.02775, -5.19616, -4.04721], [-7.70228, -5.82072, -2.52351], [-6.38658, -6.72122, -3.32290], [-4.37156, -3.61210, -2.80505], [-4.40622, -5.10143, -3.91063], [-3.62762, -5.05068, -0.96624], [-2.41836, -5.05593, -2.16999], [-4.41353, -7.19265, -1.72624], [-2.71142, -7.59227, -0.26328], [-1.50982, -7.10118, -1.48207], [-1.89078, -9.77650, -1.09545], [-2.25951, -9.24239, -2.77674], [-3.30431, -10.70997, 0.00726], [-4.93780, -10.66525, -0.46628], [-4.26897, -9.36093, 0.55739], [1.93223, 3.62630, -2.50243], [3.03257, 2.80620, -2.31453], [4.22745, 3.53502, -2.07405], [5.45259, 2.62531, -1.85750], [6.67434, 3.32879, -1.31442], [6.50961, 3.58652, 0.09997], [7.55775, 4.56974, 0.44714], [7.38872, 4.91511, 1.82100], [8.63250, 5.38465, 2.31028], [1.92178, 4.48997, -1.84094], [1.05996, 2.99732, -2.31338], [1.87485, 4.11311, -3.45618], [4.05049, 4.13568, -1.16295], [4.42758, 4.13362, -2.92244], [5.62762, 2.19080, -2.81484], [5.08635, 1.86696, -1.16161], [7.46850, 2.68044, -1.46372], [6.49582, 2.64559, 0.72703], [5.55241, 4.09724, 0.32946], [7.26999, 5.45669, -0.14921], [8.55151, 4.17746, 0.24774], [8.49158, 5.48024, 3.39274], [8.77024, 6.35131, 1.87426], [9.39012, 4.63381, 2.19241], [3.65327, -3.47498, 0.84519], [4.15066, -3.30152, 2.10554], [3.19644, -3.44828, 3.21477], [3.87652, -3.00745, 4.51590], [3.96067, -1.53562, 4.56716], [5.00283, -1.00415, 5.44898], [6.46597, -1.18275, 5.00498], [6.77653, -2.54736, 5.39934], [8.03577, -3.06362, 5.07224], [3.70219, -4.50880, 0.47116], [4.32426, -2.86635, 0.25258], [2.67058, -3.04054, 0.66474], [2.83613, -4.51782, 3.28041], [2.31963, -2.87387, 2.95343], [4.83518, -3.46572, 4.64787], [3.37910, -3.31704, 5.41026], [4.11276, -1.20614, 3.63868], [4.94598, -1.35894, 6.51157], [4.79759, 0.13793, 5.53470], [6.95176, -0.43901, 5.55324], [6.55533, -1.11278, 3.94645], [8.63460, -2.85841, 5.92170], [8.48895, -2.69859, 4.15973], [7.87660, -4.14495, 5.02910], [-4.18955, -5.63109, 2.89051], [-2.86022, -5.19998, 2.91635], [-1.96358, -6.30645, 2.75607], [-0.75959, -5.77257, 1.92894], [-1.15795, -5.32079, 0.60200], [-0.15182, -4.43256, -0.02436], [0.81338, -5.25469, -0.91576], [1.42223, -6.25022, -0.22021], [2.20780, -7.02073, -1.05491], [-4.73724, -4.75003, 2.52515], [-4.54549, -5.96833, 3.88140], [-4.35573, -6.42613, 2.13531], [-2.41225, -7.14248, 2.19295], [-1.63900, -6.76193, 3.71733], [0.03305, -6.51355, 1.85648], [-0.32937, -4.89332, 2.46678], [-1.98908, -4.66637, 0.76830], [0.38906, -3.84345, 0.74536], [-0.79436, -3.77312, -0.69371], [1.56427, -4.49481, -1.27243], [0.25346, -5.61385, -1.85786], [1.58652, -7.25189, -1.93753], [2.55504, -7.96457, -0.60282], [3.07547, -6.52431, -1.48653], [6.08484, 0.18609, 9.05653], [4.88319, 0.68808, 9.63442], [4.74680, 2.11406, 9.47097], [3.46513, 2.49677, 10.05392], [2.21308, 2.06761, 9.37144], [1.89237, 2.64611, 8.08531], [0.96311, 1.71449, 7.41312], [1.74520, 0.65030, 6.79760], [0.92230, -0.51298, 6.56761], [6.98408, 0.72392, 9.35981], [5.95636, 0.34660, 7.96795], [6.22936, -0.86902, 9.45522], [4.73858, 2.39057, 8.39885], [5.65876, 2.54207, 9.84881], [3.50949, 3.57228, 10.22522], [3.38220, 2.16093, 11.05027], [2.33048, 0.96439, 9.18878], [2.71486, 2.80353, 7.37269], [1.35803, 3.63223, 8.19233], [0.31960, 2.27121, 6.67743], [0.25037, 1.33787, 8.12389], [0.64045, -0.99271, 7.54159], [1.52868, -1.19503, 5.99286], [0.05150, -0.21978, 5.99641], [-5.51048, 7.13599, -8.68128], [-4.15374, 6.72758, -8.56400], [-3.53739, 7.32134, -7.42621], [-2.35082, 6.50016, -7.02477], [-2.82058, 5.23081, -6.50633], [-2.77831, 4.14444, -7.46926], [-2.92955, 2.73588, -6.91553], [-1.82946, 2.55907, -5.96984], [-1.64205, 1.27663, -5.44522], [-5.66355, 8.21060, -8.88003], [-6.04837, 6.91817, -7.73660], [-5.96402, 6.60776, -9.53351], [-4.30867, 7.38505, -6.64690], [-3.22960, 8.30810, -7.64781], [-1.71223, 7.04412, -6.32140], [-1.78510, 6.34792, -7.99528], [-2.11431, 4.87771, -5.81903], [-1.86112, 4.20624, -8.00120], [-3.51661, 4.12328, -8.25522], [-2.86012, 1.97947, -7.66491], [-4.00746, 2.72488, -6.45960], [-1.16052, 1.29542, -4.46851], [-1.10502, 0.58354, -6.09408], [-2.62783, 0.82429, -5.26953], [2.76946, 3.91045, 2.12883], [4.01194, 3.92344, 2.71571], [4.30238, 2.70447, 3.34662], [5.59061, 2.96463, 4.09545], [5.55517, 4.00111, 5.08209], [6.73787, 4.42042, 5.77687], [6.52954, 5.18718, 7.15616], [7.86402, 5.26258, 7.70255], [7.97327, 5.96213, 8.88944], [1.99021, 3.66509, 2.88329], [2.65631, 3.20683, 1.29341], [2.67085, 4.96415, 1.72959], [4.46039, 1.88556, 2.58263], [3.49832, 2.47996, 4.13802], [6.38150, 3.07405, 3.32346], [5.91791, 2.03978, 4.56637], [5.03016, 4.79736, 4.76573], [7.40467, 5.07084, 5.26086], [7.35285, 3.51559, 5.98015], [5.87671, 4.55325, 7.69921], [6.05781, 6.19235, 7.07090], [8.97867, 6.03353, 9.27887], [7.41903, 5.48753, 9.67981], [7.59156, 6.95441, 8.82458], [-6.83882, 1.21433, -1.64858], [-5.61341, 1.80619, -2.03951], [-5.93800, 2.92631, -2.82340], [-4.61121, 3.45604, -3.36556], [-3.77184, 3.98668, -2.29508], [-2.48878, 4.29719, -2.84680], [-1.54864, 4.93485, -1.83719], [-1.21639, 3.92427, -0.90674], [-1.06997, 4.37321, 0.46347], [-7.47719, 1.98496, -1.14561], [-6.64927, 0.46856, -0.87922], [-7.26309, 0.70644, -2.51580], [-6.42194, 3.66001, -2.18132], [-6.53652, 2.66514, -3.70474], [-4.85198, 4.23747, -4.10737], [-4.16615, 2.58306, -3.85061], [-3.62871, 3.27995, -1.57519], [-2.63348, 4.95854, -3.69317], [-1.98754, 3.43238, -3.21617], [-1.99172, 5.75995, -1.31196], [-0.69310, 5.31376, -2.40832], [-1.98414, 4.89456, 0.77785], [-0.26694, 5.04103, 0.64786], [-1.11308, 3.54386, 1.06782], [4.91663, -4.63245, -6.76371], [5.40383, -3.47042, -6.15167], [5.82006, -2.42363, -6.97379], [5.63524, -1.15468, -6.26443], [4.24839, -0.92190, -5.97261], [4.02404, -0.06979, -4.82159], [2.52601, -0.01312, -4.45091], [1.95558, -1.23982, -4.10101], [2.74921, -1.85216, -3.06628], [4.60348, -5.40216, -6.04571], [5.66123, -5.04079, -7.44100], [4.08750, -4.39631, -7.38540], [5.23177, -2.35761, -7.86622], [6.91174, -2.51257, -7.19468], [6.15204, -0.44162, -6.97332], [6.21435, -1.06961, -5.37718], [3.68281, -1.76653, -5.96719], [4.43183, 0.93681, -4.97699], [4.56039, -0.39532, -3.84377], [2.02149, 0.31059, -5.32145], [2.31503, 0.69327, -3.59907], [3.60676, -2.40235, -3.47327], [2.19399, -2.62114, -2.60285], [2.95347, -1.13204, -2.30608], [-3.65708, -2.41837, 0.08770], [-2.67730, -1.73048, -0.68215], [-3.25582, -0.69033, -1.47362], [-2.18375, 0.06505, -2.24069], [-1.15739, 0.74132, -1.46075], [-0.10684, -0.20385, -1.02809], [0.95501, 0.52105, -0.23385], [1.54689, -0.47615, 0.55645], [2.46295, -0.04604, 1.51801], [-4.36066, -2.87139, -0.52414], [-4.21030, -1.70863, 0.75210], [-3.19409, -3.21601, 0.65410], [-3.81685, 0.01058, -0.83250], [-3.95615, -1.20803, -2.05362], [-2.72545, 0.84763, -2.83585], [-1.80527, -0.48887, -3.10972], [-1.54871, 1.18571, -0.61147], [0.37272, -0.61719, -1.93487], [-0.53000, -0.97033, -0.50692], [0.45481, 1.26579, 0.39991], [1.71383, 1.06536, -0.81705], [2.14356, 0.92081, 1.88989], [3.47141, 0.18253, 1.07685], [2.62029, -0.80589, 2.32239], [-5.80214, -0.45148, -4.60099], [-5.21787, -1.51087, -5.59044], [-6.18854, -1.83401, -6.80054], [-3.99522, -0.97723, -6.10053], [-5.03678, -0.01386, -3.97361], [-6.67634, -0.85449, -4.06079], [-6.06722, 0.37467, -5.23805], [-5.07029, -2.49179, -5.16186], [-5.75406, -2.66232, -7.31348], [-6.25376, -0.90446, -7.36648], [-7.15391, -2.04789, -6.32020], [-3.33240, -1.73558, -6.25753], [-2.45340, -5.00285, -5.89736], [-1.65391, -3.90180, -5.29596], [-0.32595, -4.37403, -4.64561], [-1.46194, -2.83138, -6.20745], [-3.34978, -4.58206, -6.32749], [-2.82087, -5.67197, -5.10422], [-1.92597, -5.52226, -6.74629], [-2.23947, -3.43954, -4.45721], [0.12941, -3.65063, -4.00202], [0.47223, -4.55336, -5.34606], [-0.49825, -5.30966, -4.14539], [-0.80962, -2.23844, -5.85384], [-0.84397, 1.09230, 3.61371], [-1.29380, 0.06671, 2.63718], [-1.62176, -1.23743, 3.41497], [-2.39255, 0.56651, 1.85768], [-1.48643, 1.17806, 4.49501], [-0.98106, 2.05942, 3.20492], [0.15033, 0.95921, 3.92222], [-0.52607, -0.23131, 1.97745], [-0.82697, -1.68435, 3.94410], [-1.96305, -1.99004, 2.63955], [-2.43332, -1.11741, 4.16183], [-2.63883, -0.13820, 1.25175]],
  "mulliken_charge": [-0.725, -0.314, -0.805, -0.171, -0.508, 0.965, -0.242, -0.340, -0.766, 0.291, 0.259, 0.264, 0.495, 0.329, 0.320, 0.035, 0.419, -0.258, -0.406, -0.474, 0.824, 0.199, 0.368, 0.283, -0.706, -0.396, -0.199, 0.112, -0.169, 1.382, -0.780, -0.383, -0.692, 0.227, 0.262, 0.286, -0.602, 0.860, 0.306, -0.306, 0.352, -0.449, -0.541, 0.399, 0.279, 0.366, 0.318, 0.162, -1.126, 0.117, -0.613, -0.588, -0.381, 0.043, -0.762, -0.120, -0.673, 0.444, 0.167, 0.456, 0.380, 0.262, 0.539, 0.104, 0.314, 0.222, -0.044, 0.248, 0.362, -0.023, 0.304, 0.438, -0.170, -0.421, 0.180, -1.065, 0.562, -0.777, -0.795, -0.278, -0.920, 0.324, 0.284, -0.186, 0.426, -0.243, 0.327, 0.502, -0.079, 0.495, -0.146, 0.651, 0.387, 0.303, 0.344, 0.267, -0.692, -0.218, -0.570, -0.484, 0.841, 0.824, 0.373, -0.383, -0.894, 0.215, 0.263, 0.246, 0.110, 0.407, 0.428, 0.142, -0.856, 0.240, -0.680, -0.015, -0.488, 0.319, 0.312, 0.286, -0.395, -0.441, 0.373, -1.399, -0.369, 0.054, -0.937, 0.080, -0.520, 0.341, -0.010, 0.236, -0.238, 0.584, 0.461, 0.398, 0.322, -0.092, 0.355, 0.277, 0.518, 0.349, -0.265, 0.345, -0.706, -0.325, -0.679, -0.705, 0.205, -1.100, -0.210, -0.308, 0.077, 0.286, 0.310, 0.244, 0.342, 0.454, 0.411, 0.328, -0.015, 0.489, 0.330, 0.598, 0.028, -0.282, 0.476, -0.171, -0.397, -0.413, 0.689, -0.889, 0.170, -0.534, -0.320, -0.290, -0.783, 0.400, -0.094, 0.338, -0.152, 0.113, 0.078, 0.231, 0.282, -0.073, 0.314, 0.149, 0.340, 0.280, 0.271, 0.332, -1.238, 0.949, -1.611, 0.797, 0.053, 0.475, -1.691, 0.663, -1.028, 0.385, 0.143, 0.242, 0.347, 0.457, 0.625, -0.877, -0.340, 0.327, -0.118, 0.536, 0.287, 0.361, 0.327, 0.024, -0.855, -0.262, -0.713, -0.524, -0.197, -0.848, -0.138, -0.032, 0.193, 0.224, 0.350, 0.378, 0.385, 0.388, 0.270, 0.386, 0.213, 0.605, 0.290, 0.513, -0.206, 0.516, -1.390, 0.556, 0.343, 1.249, -0.468, -0.286, 1.166, -0.381, -0.069, 0.827, -0.574, 0.551, -0.174, -0.977, -0.265, 0.221, -0.952, 0.186, -0.385, -0.409, 0.365, -0.235, 0.315, 0.245, 0.258, -0.558, -1.101, 1.341, -1.737, -0.385, 0.048, 0.442, 0.337, -0.291, 0.448, 0.388, 0.356, 0.186, -1.542, 2.307, -1.981, -0.678, 0.331, 0.352, 0.289, -0.700, 0.423, 0.578, 0.337, 0.260, -2.276, 2.711, -1.095, 0.356, 0.409, 0.227, 0.481, -0.819, 0.354, -0.159, 0.332, -0.767]
}